a:
{
  "formula": "C2H3F2N",
  "method": "ωB97M-V with the def2-TZVPD basis set",
  "elements": ["C", "C", "N", "F", "F", "H", "H", "H"],
  "positions_angstrom": [[0.513, 0.266, 0.364], [-0.687, 0.179, -0.526], [-0.037, -0.987, 0.255], [1.724, 0.578, -0.152], [-1.895, 0.540, -0.003], [0.411, 0.916, 1.666], [-0.538, 0.281, -1.511], [0.508, -1.773, -0.093]],
  "homo_energy_ev": -10.06,
  "molar_mass_da": 79.049
}

b:
{
  "formula": "C2H3F2N",
  "method": "ωB97M-V with the def2-TZVPD basis set",
  "elements": ["C", "C", "N", "F", "F", "H", "H", "H"],
  "positions_angstrom": [[1.485, -0.024, 0.299], [-1.493, -0.150, -0.354], [2.635, 0.129, 0.443], [-2.161, -1.156, 0.351], [-2.119, 0.949, -0.111], [-1.438, -0.254, -1.391], [-0.503, -0.029, 0.114], [3.594, 0.535, 0.649]],
  "homo_energy_ev": -10.82,
  "molar_mass_da": 79.049
}

If we sort the structures by their calculated energies, the order from most to least stable is b, a.

a:
{
  "formula": "C2H3F2N",
  "method": "ωB97M-V with the def2-TZVPD basis set",
  "elements": ["C", "C", "N", "F", "F", "H", "H", "H"],
  "positions_angstrom": [[0.674, -0.136, -0.599], [-2.110, -0.324, 0.298], [1.012, 0.482, 0.330], [-3.185, -1.053, 0.009], [-2.177, 1.024, -0.465], [-1.064, -0.646, 0.092], [-2.258, 0.300, 1.140], [1.170, 1.403, 0.439]],
  "homo_energy_ev": -11.79,
  "molar_mass_da": 79.049
}

b:
{
  "formula": "C2H3F2N",
  "method": "ωB97M-V with the def2-TZVPD basis set",
  "elements": ["C", "C", "N", "F", "F", "H", "H", "H"],
  "positions_angstrom": [[-0.161, -1.939, 0.640], [0.766, 1.292, -0.749], [-1.128, -1.954, 1.358], [0.329, -0.845, -0.047], [0.486, 1.059, -2.041], [-0.072, 1.657, -0.188], [1.585, 1.987, -0.701], [-1.805, -1.257, 1.729]],
  "homo_energy_ev": [-8.88, -9.89],
  "molar_mass_da": 79.049
}

If we sort the structures by their calculated energies, the order from most to least stable is a, b.

a:
{
  "formula": "C12H17N",
  "method": "ωB97M-V with the def2-TZVPD basis set",
  "elements": ["C", "C", "C", "H", "H", "H", "H", "H", "H", "H", "H", "C", "C", "C", "C", "C", "C", "C", "C", "C", "N", "H", "H", "H", "H", "H", "H", "H", "H", "H"],
  "positions_angstrom": [[2.213, 1.200, -0.747], [1.737, 2.635, -0.857], [3.245, 0.862, -1.820], [2.674, 1.003, 0.225], [1.356, 0.525, -0.799], [1.178, 2.949, 0.027], [2.876, 1.053, -2.828], [4.137, 1.460, -1.639], [1.112, 2.796, -1.733], [2.581, 3.323, -0.879], [3.554, -0.183, -1.766], [-2.299, 1.007, -1.001], [-1.536, -2.061, 0.937], [-1.249, -0.708, 0.634], [-2.207, -0.265, -0.271], [-3.127, -1.357, -0.440], [-0.664, -2.815, 1.700], [0.334, -2.120, 2.371], [-0.316, -0.009, 1.458], [0.404, -0.703, 2.379], [-2.738, -2.391, 0.314], [-3.107, -3.322, 0.182], [-0.877, -3.868, 1.832], [-4.130, -1.290, -0.838], [1.155, -2.684, 2.805], [-0.307, 1.069, 1.356], [-1.618, 1.770, -0.632], [-3.301, 1.451, -0.999], [1.022, -0.188, 3.102], [-2.102, 0.861, -2.073]],
  "homo_energy_ev": [-12.91, -13.46],
  "charge": 1,
  "molar_mass_da": 175.275,
  "s_squared": 0.778,
  "multiplicity": 2
}

b:
{
  "formula": "C12H17N",
  "method": "ωB97M-V with the def2-TZVPD basis set",
  "elements": ["C", "C", "C", "C", "C", "C", "C", "C", "C", "C", "N", "H", "H", "H", "H", "H", "H", "H", "H", "H", "H", "H", "C", "C", "H", "H", "H", "H", "H", "H"],
  "positions_angstrom": [[-0.541, -0.602, -2.730], [-1.811, -0.380, -3.548], [-0.650, -0.153, -1.308], [-1.283, 0.928, -0.817], [-0.170, -0.862, -0.139], [-0.602, -0.123, 1.046], [0.749, -1.884, 0.025], [-0.266, -0.575, 2.358], [1.075, -2.246, 1.319], [0.638, -1.570, 2.509], [-1.221, 0.950, 0.602], [-0.258, -1.651, -2.751], [0.347, -0.165, -3.201], [-2.678, -0.351, -2.885], [-1.584, 1.845, -1.302], [-1.770, 1.582, 1.164], [1.080, -2.368, -0.876], [-0.722, -0.034, 3.181], [1.666, -3.135, 1.516], [0.930, -1.931, 3.480], [-2.053, -1.260, -4.147], [-1.808, 0.467, -4.227], [2.034, 1.758, 1.043], [1.411, 3.049, 0.483], [1.794, 1.685, 2.105], [1.760, 0.818, 0.584], [3.124, 1.761, 0.968], [0.395, 2.838, 0.156], [1.975, 3.454, -0.346], [1.350, 3.748, 1.293]],
  "homo_energy_ev": [-13.00, -12.98],
  "charge": 1,
  "molar_mass_da": 175.275,
  "s_squared": 0.772,
  "multiplicity": 2
}

If we sort the structures by their calculated energies, the order from most to least stable is a, b.

a:
{
  "formula": "C8H10OS",
  "method": "ωB97M-V with the def2-TZVPD basis set",
  "elements": ["C", "C", "C", "C", "C", "C", "C", "C", "O", "S", "H", "H", "H", "H", "H", "H", "H", "H", "H", "H"],
  "positions_angstrom": [[2.179, 0.112, 0.257], [1.551, 1.305, -0.074], [1.502, -1.061, 0.294], [0.171, 1.293, -0.372], [0.124, -1.079, -0.014], [-0.532, 0.119, -0.170], [-0.504, 2.551, -0.858], [-0.602, -2.396, -0.016], [-2.856, -0.717, 0.930], [-2.430, -0.176, -0.537], [3.303, -0.015, 0.328], [2.126, 2.189, -0.296], [2.013, -2.002, 0.316], [-1.268, 2.637, -0.046], [0.283, 3.399, -0.756], [-0.883, 2.531, -1.890], [-0.532, -2.973, 1.004], [-1.585, -2.231, -0.188], [-0.141, -2.986, -0.713], [-2.951, -0.050, 1.650]],
  "homo_energy_ev": -8.64,
  "smiles": "Cc1cccc(C)c1SO",
  "molar_mass_da": 154.234
}

b:
{
  "formula": "C8H10OS",
  "method": "ωB97M-V with the def2-TZVPD basis set",
  "elements": ["C", "C", "C", "C", "C", "C", "C", "C", "O", "S", "H", "H", "H", "H", "H", "H", "H", "H", "H", "H"],
  "positions_angstrom": [[-1.835, 0.710, 2.290], [-1.243, -0.503, 2.165], [-1.582, 1.713, 1.384], [-0.375, -0.717, 1.134], [-0.715, 1.485, 0.305], [-0.065, 0.269, 0.180], [0.411, -1.146, -2.335], [1.365, -0.399, -1.442], [2.467, -1.090, -0.939], [1.966, 1.158, -2.048], [-2.686, 0.755, 2.961], [-1.506, -1.176, 2.998], [-2.031, 2.684, 1.370], [0.372, -1.475, 1.197], [-0.455, 2.362, -0.165], [-0.577, -0.629, -2.427], [0.808, -1.293, -3.367], [0.508, -2.234, -1.895], [2.125, -1.633, -0.294], [3.049, 1.160, -1.072]],
  "homo_energy_ev": -8.36,
  "molar_mass_da": 154.234
}

If we sort the structures by their calculated energies, the order from most to least stable is a, b.

a:
{
  "formula": "C38H50ClF5IrN3O2S",
  "method": "ωB97M-V with the def2-TZVPD basis set",
  "elements": ["Ir", "C", "C", "C", "C", "C", "C", "C", "C", "C", "C", "C", "C", "C", "C", "C", "C", "C", "H", "H", "H", "H", "H", "H", "H", "H", "H", "H", "H", "H", "H", "H", "H", "H", "H", "H", "H", "H", "H", "H", "H", "H", "H", "H", "H", "H", "H", "N", "C", "C", "C", "C", "C", "C", "C", "H", "H", "H", "H", "H", "F", "C", "F", "C", "F", "F", "F", "Cl", "C", "C", "C", "C", "C", "C", "C", "O", "O", "H", "H", "H", "H", "C", "N", "C", "C", "S", "N", "C", "C", "H", "H", "H", "H", "H", "H", "H", "H", "H", "H", "H", "H"],
  "positions_angstrom": [[-0.446, -0.040, -0.170], [1.337, 0.099, 1.324], [2.367, 0.465, 0.388], [2.115, 1.887, 0.035], [1.185, 2.355, 0.923], [0.701, 1.290, 1.769], [-0.039, 1.422, 3.072], [-1.125, 0.355, 3.244], [-0.658, 2.814, 3.229], [1.027, 1.228, 4.175], [2.649, 2.780, -1.087], [2.945, 1.986, -2.365], [3.893, 3.548, -0.610], [1.573, 3.823, -1.445], [3.566, -0.442, 0.127], [3.376, -1.293, -1.142], [3.738, -1.420, 1.304], [4.877, 0.350, 0.028], [1.368, -0.788, 1.938], [0.844, 3.375, 0.987], [-2.016, 0.610, 2.673], [-1.406, 0.293, 4.297], [-0.787, -0.636, 2.929], [-1.329, 3.045, 2.400], [0.110, 3.589, 3.280], [-1.234, 2.851, 4.154], [1.367, 0.192, 4.218], [0.590, 1.492, 5.139], [1.893, 1.872, 4.009], [3.854, 1.395, -2.296], [3.071, 2.677, -3.200], [2.116, 1.320, -2.610], [4.729, 2.893, -0.381], [3.661, 4.126, 0.286], [4.210, 4.242, -1.393], [0.611, 3.344, -1.645], [1.881, 4.359, -2.343], [1.445, 4.565, -0.655], [2.445, -1.854, -1.088], [4.210, -1.996, -1.213], [3.354, -0.687, -2.047], [2.927, -2.148, 1.343], [3.788, -0.892, 2.260], [4.674, -1.964, 1.171], [4.946, 0.949, -0.874], [5.706, -0.359, 0.007], [5.014, 1.001, 0.895], [-1.563, 1.599, 0.167], [-2.527, 2.209, 0.085], [-3.737, 2.981, 0.000], [-4.733, 2.578, -0.887], [-5.912, 3.299, -0.940], [-6.088, 4.406, -0.118], [-5.084, 4.809, 0.754], [-3.899, 4.098, 0.819], [-4.574, 1.709, -1.513], [-6.696, 2.999, -1.621], [-7.017, 4.960, -0.155], [-5.225, 5.677, 1.384], [-3.106, 4.396, 1.493], [-3.019, -0.462, 0.763], [-2.256, -0.893, -0.280], [-2.808, -0.310, -1.403], [-2.633, -2.392, -0.431], [-2.453, -3.077, 0.685], [-3.935, -2.448, -0.729], [-1.952, -2.954, -1.429], [0.673, -0.292, -8.673], [0.498, -0.213, -6.953], [-0.441, 0.647, -6.404], [-0.592, 0.691, -5.029], [0.188, -0.122, -4.215], [1.131, -0.975, -4.778], [1.296, -1.018, -6.152], [0.005, -0.092, -2.750], [-0.616, 0.866, -2.191], [0.472, -1.007, -2.031], [-1.042, 1.272, -7.049], [-1.325, 1.346, -4.577], [1.733, -1.602, -4.132], [2.035, -1.664, -6.604], [2.810, -5.990, 1.336], [1.609, -5.182, 1.544], [1.335, -4.889, 2.943], [1.058, -4.443, 0.544], [0.430, -2.906, 0.927], [1.043, -5.004, -0.682], [0.852, -4.241, -1.903], [1.084, -6.449, -0.892], [3.568, -5.669, 2.052], [3.206, -5.838, 0.337], [2.624, -7.054, 1.494], [1.474, -5.809, 3.512], [0.314, -4.546, 3.064], [2.013, -4.124, 3.333], [0.701, -3.195, -1.682], [-0.018, -4.616, -2.445], [1.734, -4.351, -2.542], [0.905, -6.977, 0.038], [2.033, -6.775, -1.323], [0.289, -6.708, -1.593]],
  "homo_energy_ev": [-10.38, -10.39],
  "charge": 1,
  "molar_mass_da": 935.564,
  "s_squared": 0.853,
  "multiplicity": 2
}

b:
{
  "formula": "C38H50ClF5IrN3O2S",
  "method": "ωB97M-V with the def2-TZVPD basis set",
  "elements": ["Ir", "C", "C", "C", "C", "C", "C", "C", "C", "C", "C", "C", "C", "C", "C", "C", "C", "C", "H", "H", "H", "H", "H", "H", "H", "H", "H", "H", "H", "H", "H", "H", "H", "H", "H", "H", "H", "H", "H", "H", "H", "H", "H", "H", "H", "H", "H", "N", "C", "C", "C", "C", "C", "C", "C", "H", "H", "H", "H", "H", "F", "C", "F", "C", "F", "F", "F", "Cl", "C", "C", "C", "C", "C", "C", "C", "O", "O", "H", "H", "H", "H", "C", "N", "C", "C", "S", "N", "C", "C", "H", "H", "H", "H", "H", "H", "H", "H", "H", "H", "H", "H"],
  "positions_angstrom": [[-1.022, -0.593, 0.671], [1.413, -0.224, 1.418], [2.326, 0.405, 0.472], [2.065, 1.839, 0.520], [1.141, 2.031, 1.511], [0.736, 0.764, 2.105], [-0.021, 0.579, 3.403], [-1.101, -0.491, 3.189], [-0.620, 1.904, 3.880], [0.942, 0.069, 4.486], [2.621, 3.038, -0.258], [2.929, 2.759, -1.733], [3.867, 3.585, 0.455], [1.562, 4.156, -0.266], [3.419, -0.424, -0.182], [3.097, -0.706, -1.661], [3.531, -1.801, 0.495], [4.797, 0.236, -0.034], [1.543, -1.227, 1.780], [0.733, 2.981, 1.812], [-1.825, -0.270, 2.323], [-1.852, -0.479, 3.984], [-0.692, -1.497, 3.162], [-1.205, 2.394, 3.103], [0.176, 2.589, 4.174], [-1.254, 1.739, 4.754], [1.374, -0.894, 4.211], [0.417, -0.048, 5.436], [1.756, 0.779, 4.632], [3.767, 2.087, -1.882], [3.194, 3.702, -2.217], [2.052, 2.353, -2.237], [4.674, 2.856, 0.506], [3.620, 3.883, 1.476], [4.238, 4.464, -0.075], [0.623, 3.789, -0.685], [1.921, 4.981, -0.882], [1.375, 4.559, 0.729], [2.199, -1.318, -1.741], [3.925, -1.265, -2.102], [2.949, 0.199, -2.243], [2.628, -2.395, 0.342], [3.730, -1.717, 1.566], [4.358, -2.349, 0.043], [4.885, 1.170, -0.575], [5.558, -0.443, -0.424], [5.026, 0.428, 1.017], [-0.269, -2.481, 0.946], [0.128, -3.553, 0.956], [0.592, -4.905, 0.970], [1.802, -5.219, 1.587], [2.232, -6.533, 1.585], [1.462, -7.514, 0.973], [0.259, -7.193, 0.358], [-0.186, -5.884, 0.351], [2.393, -4.442, 2.055], [3.168, -6.794, 2.060], [1.805, -8.541, 0.974], [-0.332, -7.964, -0.117], [-1.120, -5.611, -0.123], [-3.529, -1.845, 1.136], [-2.721, -1.567, 0.055], [-2.390, -2.790, -0.468], [-3.667, -0.983, -1.028], [-4.448, -0.020, -0.515], [-4.479, -1.925, -1.505], [-2.996, -0.457, -2.052], [0.652, -2.529, -7.528], [0.416, -1.825, -5.963], [0.796, -0.508, -5.745], [0.602, 0.047, -4.493], [0.043, -0.705, -3.466], [-0.332, -2.024, -3.702], [-0.151, -2.588, -4.953], [-0.148, -0.058, -2.129], [0.016, 1.134, -1.961], [-0.403, -0.935, -1.188], [1.233, 0.066, -6.550], [0.881, 1.075, -4.297], [-0.777, -2.601, -2.903], [-0.446, -3.608, -5.154], [-5.701, 2.090, 0.702], [-4.301, 1.996, 1.113], [-4.104, 1.353, 2.398], [-3.304, 2.231, 0.254], [-1.665, 1.673, 0.339], [-3.534, 3.118, -0.725], [-2.728, 3.185, -1.946], [-4.428, 4.257, -0.531], [-6.207, 1.177, 1.016], [-5.771, 2.163, -0.379], [-6.199, 2.944, 1.162], [-4.845, 1.745, 3.095], [-3.118, 1.589, 2.777], [-4.233, 0.271, 2.320], [-2.249, 2.233, -2.146], [-1.957, 3.953, -1.858], [-3.395, 3.445, -2.768], [-4.683, 4.360, 0.520], [-5.341, 4.165, -1.120], [-3.900, 5.155, -0.850]],
  "homo_energy_ev": [-10.61, -10.85],
  "charge": 1,
  "molar_mass_da": 935.564,
  "s_squared": 0.763,
  "multiplicity": 2
}

If we sort the structures by their calculated energies, the order from most to least stable is b, a.